Here is a structure of composition C27H29N7O4Ru at a distorted geometry from the OMol25 dataset. Energies are from the ωB97M-V functional and the def2-TZVPD basis.

Structure (XYZ):
```
68
C27H29N7O4Ru (the ωB97M-V functional and the def2-TZVPD basis)
Ru -0.1809 -0.5630 0.2679
O -0.7058 3.5469 6.1305
N 0.3202 2.9067 6.0591
O 1.2234 2.9395 6.8548
C 0.5028 2.0002 4.8973
C 1.6950 1.3435 4.8660
C 1.9918 0.4081 3.8519
C 3.1732 -0.3664 3.8466
C 3.3363 -1.3305 2.8884
C 2.3645 -1.4774 1.8957
N 1.2783 -0.7206 1.8322
C 1.0642 0.1918 2.8187
C -0.1859 0.8782 2.8360
N -1.0730 0.5560 1.8556
C -2.3041 1.0519 1.9127
C -2.6917 1.9669 2.8781
C -1.7879 2.3655 3.8354
C -0.5010 1.7836 3.8830
H 2.4138 1.5344 5.6510
H 3.9176 -0.2100 4.6175
H 4.1972 -1.9839 2.8838
H 2.4830 -2.2544 1.1571
H -3.0158 0.6894 1.1877
H -3.7009 2.3526 2.8692
H -2.0672 3.0982 4.5708
O 3.8129 0.6757 -5.2166
C 4.2155 -0.3358 -4.3408
C 3.1896 -0.4865 -3.2659
C 3.2260 -1.5451 -2.3564
C 2.2408 -1.6313 -1.4019
N 1.2365 -0.7506 -1.2893
C 1.1493 0.2433 -2.2087
C 2.1257 0.4022 -3.1790
C -0.1086 0.9975 -2.2055
C -0.4368 1.9399 -3.1696
C -1.7209 2.4606 -3.2373
C -2.1141 3.3888 -4.3568
O -2.1573 2.5896 -5.5135
C -2.6633 1.9866 -2.3271
C -2.2719 1.0666 -1.3792
N -1.0230 0.5962 -1.2858
H 4.4403 0.7782 -5.9384
H 5.1835 -0.1092 -3.8690
H 4.3478 -1.3011 -4.8476
H 4.0033 -2.2960 -2.3980
H 2.2313 -2.4715 -0.7221
H 2.0705 1.1966 -3.9084
H 0.2972 2.2428 -3.9027
H -1.3689 4.1895 -4.4492
H -3.0770 3.8594 -4.1422
H -2.6598 3.0140 -6.2156
H -3.6936 2.3113 -2.3686
H -3.0087 0.6573 -0.7043
N -1.0359 -2.3840 1.6739
C -2.4058 -2.9159 1.5225
C -2.5665 -3.7301 0.2550
C -2.4350 -2.9058 -1.0098
N -1.0872 -2.3191 -1.1512
H -0.3753 -3.1556 1.6175
H -0.9409 -1.9883 2.6048
H -3.1067 -2.0785 1.5345
H -2.6467 -3.5566 2.3746
H -3.5565 -4.1853 0.2635
H -1.8387 -4.5488 0.2450
H -3.1698 -2.0986 -1.0231
H -2.6419 -3.5543 -1.8651
H -1.0084 -1.8889 -2.0686
H -0.3982 -3.0666 -1.1207
```

The calculation puts the HOMO-LUMO gap (alpha / beta) at 6.6 / 7.1 eV. The total energy comes out at -1824.43332 a.u. The calculation puts the LUMO energy (alpha / beta) at -10.882 / -10.399 eV. As for the spin multiplicity: 2. Its highest occupied orbital energy (alpha / beta) is -17.49 / -17.48 eV. The relative energy (zero: lowest compared OMol25 entry of this formula, charge and spin) is 236.5 kJ/mol. The largest force on an atom comes out at 0.0699 hartree/bohr. The net charge is +3.

---

Here is a structure of composition C27H29N7O4Ru at a distorted geometry from the OMol25 dataset. Energies are from the ωB97M-V functional and the def2-TZVPD basis.

Structure (XYZ):
```
68
C27H29N7O4Ru (the ωB97M-V functional and the def2-TZVPD basis)
Ru -0.0833 -0.0540 -0.0672
O -1.3811 4.0862 5.5942
N -0.2322 3.7044 5.5644
O 0.6677 4.1191 6.2453
C 0.1649 2.8441 4.4071
C 1.4897 2.7097 4.2109
C 1.9968 1.9538 3.1076
C 3.3730 1.7700 2.8780
C 3.7722 1.0243 1.7972
C 2.8074 0.4938 0.9403
N 1.5027 0.6599 1.1307
C 1.0950 1.3734 2.2186
C -0.3165 1.4833 2.4554
N -1.1262 0.8363 1.5722
C -2.4402 0.8959 1.7508
C -3.0195 1.5750 2.8162
C -2.2175 2.2337 3.7170
C -0.8147 2.2138 3.5482
H 2.1738 3.1929 4.8966
H 4.0974 2.2099 3.5524
H 4.8175 0.8461 1.5889
H 3.1124 -0.0771 0.0750
H -3.0580 0.3737 1.0311
H -4.0947 1.5786 2.9271
H -2.6519 2.7690 4.5452
O 4.1599 0.6407 -5.4569
C 4.2439 -0.5391 -4.7065
C 3.2036 -0.4812 -3.6281
C 3.0069 -1.5502 -2.7506
C 2.0506 -1.4424 -1.7706
N 1.2758 -0.3501 -1.6196
C 1.4370 0.6761 -2.4808
C 2.3945 0.6381 -3.4799
C 0.4764 1.7798 -2.3079
C 0.4039 2.8737 -3.1429
C -0.6258 3.8007 -2.9879
C -0.7309 4.9454 -3.9609
O -0.8464 4.3297 -5.2272
C -1.5553 3.5761 -1.9832
C -1.4110 2.4784 -1.1585
N -0.4160 1.5921 -1.3031
H 4.8062 0.6286 -6.1718
H 5.2245 -0.6594 -4.2280
H 4.0651 -1.4363 -5.3114
H 3.5905 -2.4585 -2.8295
H 1.8858 -2.2541 -1.0722
H 2.5214 1.4605 -4.1674
H 1.1129 3.0050 -3.9478
H 0.1779 5.5549 -3.8909
H -1.5864 5.5779 -3.7144
H -1.0078 4.9982 -5.9036
H -2.3921 4.2455 -1.8361
H -2.1157 2.2993 -0.3591
N 0.0666 -1.8063 1.1873
C -1.2407 -2.4710 1.5029
C -1.9549 -3.0339 0.2836
C -2.4249 -2.0020 -0.7297
N -1.2445 -1.3120 -1.3259
H 0.7142 -2.5167 0.8487
H 0.4672 -1.5078 2.0748
H -1.8656 -1.7262 1.9945
H -1.0611 -3.2668 2.2264
H -2.8272 -3.5797 0.6458
H -1.3316 -3.7828 -0.2187
H -3.0739 -1.2538 -0.2754
H -2.9878 -2.4885 -1.5265
H -1.5037 -0.7871 -2.1611
H -0.6235 -2.0454 -1.6660
```

The calculation puts the HOMO-LUMO gap (alpha / beta) at 8.4 / 6.9 eV. The total energy comes out at -1824.52338 a.u. The calculation puts the LUMO energy (alpha / beta) at -9.161 / -10.683 eV. As for the spin multiplicity: 2. Its highest occupied orbital energy (alpha / beta) is -17.55 / -17.55 eV. The relative energy (zero: lowest compared OMol25 entry of this formula, charge and spin) is 0.0 kJ/mol. The largest force on an atom comes out at 0.0286 hartree/bohr. The net charge is +3.

---

Here is the molecule C27H29N7OS from the OMol25 dataset. Energies are from the ωB97M-V functional and the def2-TZVPD basis.

Structure (XYZ):
```
65
C27H29N7OS (the ωB97M-V functional and the def2-TZVPD basis)
C -1.0034 -0.2267 2.0932
C -0.3472 0.5795 1.0188
C 1.0091 0.6520 0.8914
C 2.0075 -0.0013 1.7784
O 1.9335 0.1266 2.9900
N 2.9772 -0.7325 1.1901
C 3.1366 -0.9994 -0.2174
C 4.4172 -0.3214 -0.7118
N 5.5413 -0.8166 0.0540
C 6.8073 -0.8419 -0.5269
C 7.9430 -0.3600 0.1264
C 9.1920 -0.4640 -0.4580
C 9.3428 -1.0393 -1.7065
C 8.2229 -1.5189 -2.3658
C 6.9745 -1.4282 -1.7855
C 5.3903 -0.5353 1.4643
C 4.1029 -1.1991 1.9677
S 1.5366 1.8470 -0.2778
C -0.1102 2.2850 -0.5853
N -0.4419 3.3163 -1.3483
C -1.7302 3.5827 -1.3678
N -2.6943 2.8474 -0.8499
C -2.3794 1.7314 -0.1912
N -3.4157 0.9260 0.1812
C -3.3567 -0.5040 -0.0487
C -4.2857 -1.2204 0.9400
N -5.6320 -0.7229 0.7945
C -6.5572 -1.2973 -0.0393
C -6.5195 -2.6534 -0.4088
C -7.5360 -3.1564 -1.1910
C -8.5726 -2.3233 -1.5950
C -8.5279 -1.0075 -1.1750
N -7.5600 -0.5058 -0.4309
C -5.6823 0.7089 1.0084
C -4.7663 1.4375 0.0222
C -1.0170 1.4602 0.1107
H -1.9882 0.1765 2.3101
H -0.3894 -0.1740 2.9898
H -1.0958 -1.2777 1.8183
H 2.2718 -0.6480 -0.7777
H 3.2307 -2.0841 -0.3500
H 4.5634 -0.5250 -1.7708
H 4.3063 0.7686 -0.5814
H 7.8577 0.1169 1.0904
H 10.0542 -0.0793 0.0675
H 10.3189 -1.1146 -2.1607
H 8.3240 -1.9785 -3.3384
H 6.1202 -1.8343 -2.3064
H 6.2333 -0.9591 2.0101
H 5.3364 0.5474 1.6636
H 3.9210 -0.9455 3.0129
H 4.1862 -2.2859 1.8620
H -2.0357 4.4735 -1.8991
H -2.3331 -0.8593 0.0399
H -3.7105 -0.7207 -1.0702
H -4.2417 -2.2947 0.7742
H -3.9608 -1.0172 1.9657
H -5.7251 -3.3062 -0.0850
H -7.5238 -4.1966 -1.4848
H -9.3802 -2.6874 -2.2088
H -9.3028 -0.3023 -1.4487
H -6.7110 1.0380 0.8737
H -5.3560 0.9099 2.0334
H -4.7552 2.5086 0.2178
H -5.1285 1.2740 -1.0009
```

The calculation puts the HOMO-LUMO gap at 8.3 eV. The total energy comes out at -1903.03106 a.u. The SMILES is Cc1c(C(=O)N2CCN(c3ccccc3)CC2)sc2ncnc(N3CCN(c4ccccn4)CC3)c12. The calculation puts the LUMO energy at 0.389 eV. As for the spin multiplicity: 1. Its highest occupied orbital energy is -7.95 eV. The relative energy (zero: lowest compared OMol25 entry of this formula, charge and spin) is 1.2 kJ/mol. The largest force on an atom comes out at 0.0145 hartree/bohr. The net charge is 0.

---

Here is a structure of composition C27H30AsFN5O4PdS4 at a distorted geometry from the OMol25 dataset. Energies are from the ωB97M-V functional and the def2-TZVPD basis.

Structure (XYZ):
```
73
C27H30AsFN5O4PdS4 (the ωB97M-V functional and the def2-TZVPD basis)
Pd -0.6399 -3.5007 -0.3985
S 0.1737 -5.8447 1.9733
As -0.0727 -6.7365 -0.2443
S 0.0368 -5.1774 -1.7751
S -1.0944 -4.3997 2.2492
S 1.4311 -8.1357 -0.4347
C -5.4882 2.0813 -2.1131
C -4.4267 1.4178 -2.9765
N -3.4730 0.6360 -2.1848
C -3.6478 -0.7032 -2.0929
C -2.9174 -1.5449 -1.3153
C -3.3071 -3.0201 -1.3930
O -4.3735 -3.2803 -1.9205
O -2.5093 -3.9039 -0.9009
C -1.9318 -0.9840 -0.4432
O -1.3087 -1.6117 0.4350
C -1.6798 0.4509 -0.6047
C -0.6275 1.0324 0.1019
C -0.3830 2.3708 -0.0153
F 0.6212 2.9119 0.7116
C -1.1557 3.1926 -0.8476
C -2.1861 2.6078 -1.5636
C -2.4658 1.2397 -1.4553
N -0.9278 4.5876 -1.0231
C 0.3519 5.1798 -0.6477
C 0.3729 6.6281 -1.1659
N -0.6197 6.7341 -2.2853
C -2.0253 6.6109 -1.7556
C -2.0235 5.4930 -0.7037
H -6.1775 2.6512 -2.7360
H -5.0441 2.7572 -1.3807
H -6.0610 1.3298 -1.5705
H -3.8771 2.1459 -3.5742
H -4.8847 0.7279 -3.6819
H -4.4464 -1.1323 -2.6862
H -0.0195 0.4113 0.7493
H -2.7577 3.2292 -2.2384
H 1.1541 4.6035 -1.1055
H 0.5271 5.2021 0.4303
H 1.3532 6.9158 -1.5372
H 0.0591 7.3479 -0.4123
H -0.4601 5.9478 -2.9190
H -0.5031 7.5995 -2.8104
H -2.6636 6.3799 -2.6061
H -2.3092 7.5774 -1.3440
H -2.9740 4.9684 -0.7326
H -1.9141 5.9094 0.3055
C 4.4959 -4.3741 3.1536
N 3.9450 -4.1278 1.8316
N 2.8725 -3.2711 1.6728
C 2.2130 -3.5869 0.5095
O 1.2501 -2.8683 0.1214
C 2.8748 -4.7153 -0.0331
C 3.8905 -5.0356 0.8254
C 4.8104 -6.2027 0.7931
C 2.7856 -2.0233 2.3486
C 3.9126 -1.2241 2.4862
C 3.8043 -0.0033 3.1356
C 2.5747 0.4220 3.6174
C 1.4517 -0.3795 3.4575
C 1.5509 -1.6119 2.8303
H 4.3721 -3.4835 3.7618
H 5.5583 -4.5872 3.0605
H 3.9931 -5.2111 3.6425
H 2.6016 -5.2305 -0.9360
H 4.5621 -6.8320 -0.0575
H 4.7096 -6.8028 1.6991
H 5.8507 -5.8847 0.7094
H 4.8617 -1.5552 2.0833
H 4.6827 0.6164 3.2587
H 2.4930 1.3749 4.1239
H 0.4922 -0.0557 3.8396
H 0.6864 -2.2501 2.7043
```

The calculation puts the HOMO-LUMO gap (alpha / beta) at 4.9 / 4.9 eV. The total energy comes out at -5677.65852 a.u. The calculation puts the LUMO energy (alpha / beta) at -3.669 / -3.667 eV. As for the spin multiplicity: 1. Its highest occupied orbital energy (alpha / beta) is -8.61 / -8.61 eV. The relative energy (zero: lowest compared OMol25 entry of this formula, charge and spin) is 31.8 kJ/mol. The largest force on an atom comes out at 0.0264 hartree/bohr. The net charge is +1.